[1]
DFT (wB97M-V/def2-TZVPD) results for a 2-piece molecular cluster, C27H49ClF3IN4O5S2 overall at a distorted geometry.

Geometry (Å):
H (-2.0201, -0.6596, 3.5027)
H (-5.5622, 6.3548, -1.2150)
Cl (1.9706, 0.3560, -3.9873)
H (-6.4025, 9.2431, -0.8672)
N (1.7053, 0.1897, 5.3802)
H (-0.5985, 1.4592, 0.9107)
H (-1.9728, 2.7804, -0.8386)
H (2.8240, -2.1595, -3.3235)
N (2.4711, -1.5211, -0.6020)
C (1.5369, -2.6210, -0.1602)
C (-0.1474, -5.8404, -0.7831)
H (6.1624, -3.4846, 2.5485)
H (4.7239, -1.3821, -0.7144)
H (-1.9764, -2.3677, -1.5295)
H (-3.6685, -1.3175, -3.4171)
C (-3.6941, 6.5426, 0.9497)
C (2.5414, -0.5722, 0.6174)
H (-3.0956, 0.3070, -4.1853)
O (-4.9672, 8.6794, 0.4251)
H (3.9603, -3.0600, -1.0996)
H (-2.3432, -5.6306, -1.6038)
C (1.3583, 0.4655, 0.3111)
F (-2.6168, 6.1492, 1.6884)
C (1.9333, -1.3379, 3.3149)
C (0.0365, 0.4980, 1.2343)
N (0.5134, -3.2870, -0.8268)
H (-1.9284, -3.1787, -3.2598)
O (-2.8214, 8.4196, -0.3383)
H (0.7439, -1.3251, 3.2041)
C (-1.3301, -6.1649, -1.8984)
H (-0.7447, -0.1948, -2.5652)
H (-4.9570, 8.6913, -1.6798)
O (-4.3210, 2.3316, -3.0878)
C (-0.9952, -0.7706, 1.0966)
H (2.1311, -2.2486, 4.0637)
H (-1.0307, -5.8615, -2.9906)
C (-5.6132, 8.4835, -0.8283)
H (-1.0317, -1.0136, -4.2867)
H (0.4278, -3.8170, -3.0152)
H (-3.4208, 8.4979, 1.6418)
C (5.4667, -3.3457, 3.4779)
H (4.7030, -4.2474, 3.6392)
C (2.3260, 0.0208, 4.1362)
H (-0.5548, -1.8002, 1.4840)
H (4.3599, 1.0802, 4.2161)
C (4.3101, -1.6500, 2.1448)
H (0.2223, 0.6589, 2.4017)
H (-7.0282, 7.1491, -1.7602)
H (3.5264, 0.0770, 0.4056)
O (4.6628, -2.1189, 3.4928)
C (-3.6532, 8.0926, 0.6452)
H (1.0037, 0.2961, -0.8172)
C (-0.3725, -4.3399, -0.1698)
C (-3.6840, 1.6965, -2.1013)
H (1.9249, -5.2697, 1.9559)
F (-3.7329, 5.7383, -0.1400)
F (-4.7857, 6.2240, 1.7051)
H (4.7946, -0.5607, 2.0527)
N (1.9692, -2.7980, 1.3098)
H (-3.5582, 2.1978, 0.1538)
H (-0.2678, -6.5944, 0.1312)
C (3.5685, 0.0122, -3.0646)
H (3.5793, 0.5962, -2.0455)
H (-1.5366, -4.0980, -0.2805)
S (-2.5043, -0.4346, 2.1992)
H (-0.2004, -4.4128, 1.0097)
H (3.5658, 1.2222, 2.5012)
C (-1.4381, -0.9045, -3.1913)
C (3.7320, -1.6185, -2.8562)
C (0.2143, -2.9322, -2.2836)
H (4.8551, -2.2807, 1.2919)
H (1.8219, 1.5663, 0.3072)
H (4.5088, 0.3437, -3.6959)
C (2.6581, -1.5589, 1.8840)
O (-3.4657, 0.2477, -1.9803)
H (-1.5413, -7.3345, -1.8226)
C (3.7834, -1.8897, -1.2456)
H (0.8207, -2.0059, -2.6364)
H (4.6555, -2.0887, -3.4103)
H (2.0181, 1.0822, 5.8245)
C (-3.1377, 2.6682, -0.8553)
C (-6.2843, 7.1303, -0.9573)
H (-6.7755, 6.8384, -0.0243)
H (-1.3413, -0.8323, -0.0353)
C (-1.3490, -2.4409, -2.5342)
H (6.1881, -3.3686, 4.4293)
C (-2.9833, -0.3582, -3.2296)
H (2.8882, 2.2449, 4.0437)
I (1.8549, -6.1563, -1.6160)
S (2.8178, -4.3109, 1.4390)
C (3.3207, 1.2253, 3.6485)
H (-3.7067, 3.7094, -0.9622)

Its LUMO energy is -2.7 eV. The total energy is -95419.9386 eV. As for the maximum force: 0.1670 Eh/bohr. Its HOMO energy is -4.741 eV.


[2]
DFT (wB97M-V/def2-TZVPD) results for a 12-piece molecular cluster, C27H49F2NO43S9 overall at a distorted geometry.

Geometry (Å):
C (-26.4688, -6.7286, -28.0689)
C (-22.6663, 5.5856, -37.5674)
O (-22.1339, -3.3114, -34.6562)
O (-17.1713, -2.2987, -27.3098)
H (-25.4734, -6.2860, -28.0311)
N (-25.6264, 11.3519, -29.9962)
H (-23.8586, 3.8879, -28.0770)
H (-31.9137, 1.2055, -23.8973)
O (-25.6209, 0.0704, -27.6075)
C (-18.5014, 0.2342, -28.3494)
C (-21.6620, -2.0584, -35.2663)
C (-23.2443, 8.9291, -23.0955)
H (-30.4982, 0.7222, -24.9938)
H (-31.7504, 8.6071, -19.0122)
O (-20.7700, 5.8862, -34.4081)
C (-24.6651, 9.2340, -22.6728)
H (-22.5382, -1.7109, -35.8137)
O (-22.9675, 12.3932, -21.8029)
S (-32.2417, 4.7360, -30.9696)
H (-24.6375, -0.9046, -22.4026)
H (-25.4461, -8.3391, -29.1172)
H (-22.1691, -0.4842, -33.8237)
O (-25.1596, 9.4299, -28.8778)
H (-25.0483, 8.4839, -21.9810)
O (-22.5209, 10.1074, -22.9277)
C (-27.4884, 9.8924, -29.4521)
O (-16.2786, -0.4975, -28.9088)
O (-23.5970, -2.6093, -32.6521)
S (-27.9028, -8.4157, -26.7628)
H (-26.2984, 12.1055, -30.0221)
C (-34.5388, 5.0292, -32.0040)
S (-22.2694, -3.1211, -33.0216)
O (-29.5667, -0.6265, -22.5537)
H (-27.1215, -5.9423, -28.4480)
S (-30.5915, -1.8203, -23.2299)
O (-21.8006, -4.3163, -32.2624)
S (-22.0227, 6.0911, -35.1222)
S (-16.5304, -0.9935, -27.3378)
H (-34.8710, 2.9321, -32.2652)
O (-26.8640, -7.1556, -26.7597)
C (-31.2072, 7.8312, -21.7911)
O (-32.2739, 8.6748, -21.9078)
C (-24.0361, -2.8869, -22.9135)
H (-25.0048, -2.8353, -23.4106)
H (-22.9107, -1.1122, -22.6424)
O (-31.1357, -2.6304, -22.1970)
C (-17.2817, 0.3346, -29.3504)
H (-19.0872, 1.1465, -28.4618)
H (-23.2102, -3.0425, -23.6076)
H (-28.0113, 9.7419, -30.3965)
O (-22.2125, 4.9869, -36.3645)
H (-29.2327, 1.3711, -22.9369)
O (-24.4977, 1.9408, -28.0186)
C (-21.3143, -1.0972, -34.1093)
C (-25.9701, 10.2118, -29.4459)
C (-22.1344, 7.0841, -37.5276)
O (-16.1799, 7.7078, -29.7309)
H (-28.0751, 10.6955, -29.0062)
O (-32.7985, 3.4543, -31.9249)
O (-23.7438, -1.8101, -20.7969)
H (-35.0912, 5.6335, -32.7235)
C (-25.8298, 3.4434, -26.8682)
H (-22.8338, 7.7815, -37.9886)
C (-34.1001, 3.6646, -32.5044)
O (-30.4870, 7.5673, -22.6907)
C (-33.0559, 8.7110, -20.7385)
H (-32.8011, 7.2337, -19.2386)
O (-23.2051, 6.0761, -34.2415)
O (-33.3288, 5.7520, -31.7251)
S (-17.3048, 7.6968, -28.5576)
O (-21.9561, 7.3941, -36.1367)
O (-26.1816, 2.0746, -26.6289)
H (-35.1471, 5.1426, -31.1066)
O (-24.6274, 10.4723, -21.9600)
O (-31.5817, -0.7031, -23.9304)
S (-23.0623, 10.9595, -21.6161)
H (-16.9369, 1.3588, -29.4932)
H (-27.6757, 9.1035, -28.7236)
C (-25.4231, 1.2265, -27.4068)
C (-30.0445, 0.6520, -22.8277)
H (-26.8919, -7.7684, -29.8366)
C (-32.1818, 7.9551, -19.7717)
H (-25.8452, 4.1337, -26.0248)
O (-25.8326, -3.2016, -20.3339)
O (-27.2119, -8.9494, -28.1469)
H (-23.2240, 8.6185, -24.1401)
C (-26.4345, -7.9549, -28.8650)
O (-32.5721, 4.4794, -29.5354)
H (-24.1120, 12.4022, -29.0790)
O (-16.0754, 7.6401, -27.4646)
O (-30.8630, 4.9933, -31.3940)
S (-24.3348, -3.3193, -20.4591)
O (-29.2892, -7.8758, -26.9654)
C (-31.0111, 0.6109, -24.0385)
O (-22.5147, 10.3660, -20.4028)
H (-25.2909, 9.2404, -23.5653)
O (-27.5971, -9.2588, -25.5576)
C (-24.2042, 11.7706, -29.9626)
C (-14.7566, 7.8132, -27.9004)
F (-23.5635, 3.1071, -26.4158)
H (-19.1003, -0.6588, -28.5278)
O (-24.0865, -3.9113, -21.9578)
H (-17.5832, 0.0038, -30.3443)
O (-29.8368, -2.5051, -24.2141)
H (-23.4452, 11.0016, -29.8185)
O (-18.0281, 8.9441, -28.5427)
H (-14.1995, 6.8782, -27.8418)
H (-23.7524, 5.5792, -37.6596)
C (-24.3953, 3.2344, -27.3893)
O (-31.2280, 7.3221, -20.5837)
O (-18.0443, 6.4522, -28.4563)
C (-23.7987, -1.5736, -22.2104)
C (-14.9329, 8.2551, -29.3495)
F (-33.1616, 9.9749, -20.2458)
O (-21.0765, -2.0331, -33.0581)
H (-14.3409, 8.6263, -27.3053)
O (-17.7830, 0.1050, -27.1684)
H (-14.9346, 9.3436, -29.4056)
H (-21.1604, 7.2934, -37.9698)
O (-15.4056, -0.6586, -26.4379)
H (-22.1893, 5.0570, -38.3927)
H (-34.0550, 8.2786, -20.7920)
H (-22.7769, 8.1467, -22.4975)
H (-30.5476, 0.9973, -21.9245)
H (-26.4898, 3.7213, -27.6899)
H (-14.1862, 7.9327, -30.0752)
H (-20.8550, -2.2346, -35.9776)
O (-23.6522, -4.0427, -19.3608)
H (-20.4208, -0.4915, -34.2604)
H (-23.8893, 12.4275, -30.7734)
H (-33.8713, 3.7300, -33.5681)

Its LUMO energy is -0.1 eV. As for the SMILES: O=C1OC[C@@H](F)O1.O=C1OC[C@@H](F)O1.O=S1(=O)OCCO1.O=S1(=O)OCCO1.O=S1(=O)OCCO1.O=S1(=O)OCCO1.O=S1(=O)OCCO1.O=S1(=O)OCCO1.O=S1(=O)OCCO1.O=S1(=O)OCCO1.O=S1(=O)OCCO1.CNC(C)=O. The total energy is -221262.7753 eV. As for the maximum force: 0.0966 Eh/bohr. Its HOMO energy is -9.689 eV.


[3]
DFT (wB97M-V/def2-TZVPD) results for a 10-piece molecular cluster, C27H49IN18O13S overall at a distorted geometry.

Geometry (Å):
O (-6.2258, -4.2789, 3.9598)
H (-0.5539, -0.8435, -4.7516)
C (2.1837, 2.0773, 1.7919)
H (1.1126, -5.0118, 3.0614)
N (1.3580, -2.0122, 7.6239)
O (-4.4403, 1.1115, -5.9635)
C (2.0900, 4.5525, 0.5342)
H (-2.9695, -1.9865, -3.7238)
C (0.0439, 1.4246, 0.5339)
C (4.2546, -0.4905, -0.2393)
H (2.1807, 1.0875, 2.2363)
H (3.4756, -1.0822, 8.6570)
C (-1.0866, -0.8133, -3.7966)
C (-0.8587, 0.4753, -3.0228)
H (-4.8872, -3.2797, -0.8622)
N (-4.2766, -3.1485, 4.2194)
H (-3.1055, 0.2473, 4.0530)
N (-1.9809, 6.6407, -6.4934)
S (-0.7131, 4.4734, -3.6654)
C (-2.6427, -0.9857, -4.0154)
C (3.1772, 3.0252, 2.0163)
N (-1.0436, -2.6703, 2.6788)
H (9.9211, 6.2356, 3.5856)
H (-4.6991, -2.5597, 4.9119)
H (-1.1719, 1.7894, -4.6840)
C (-2.8785, -0.7329, -5.5538)
N (9.0119, 6.3541, 3.1822)
H (-2.4173, -5.7798, -0.5760)
H (0.5299, -2.2910, 7.1282)
O (-0.6503, 4.9662, -0.6760)
C (0.7418, -4.8211, -4.4720)
H (-1.4086, 7.3717, -6.8721)
C (-1.7521, -0.2809, 5.5659)
N (-3.8051, 5.2428, -6.6700)
H (-3.4536, -4.7788, 2.4596)
H (1.6902, -5.8839, -6.0154)
H (-3.5634, 1.5081, -5.8935)
H (3.2256, -1.2424, -1.9054)
H (-1.8832, 5.0601, -3.3027)
O (-0.9557, -4.7218, 1.7157)
H (1.5789, -2.4605, 8.4919)
H (5.4620, -1.7589, -1.3908)
H (-4.6060, 4.9243, -7.1831)
H (-2.6729, -1.6699, -6.0754)
H (2.6213, -4.6565, -5.2340)
O (4.1915, 0.2184, 0.7514)
O (6.7617, 6.0845, 3.2659)
N (0.6666, -4.1221, 3.1854)
H (-3.7628, 0.0181, 5.6363)
O (-1.6112, -0.5536, 6.7473)
H (6.1843, -1.0667, 0.0186)
H (3.9336, 4.9574, 1.5540)
C (-0.9256, 1.7054, -3.6270)
H (-4.9630, -5.6187, 2.2910)
O (0.8535, -3.9398, -3.6374)
C (2.1104, -1.0221, 7.0731)
H (1.0753, -3.4540, 3.8126)
H (-3.5925, 4.8213, -5.7859)
H (-3.3142, -3.0054, 3.9780)
H (2.3480, -0.1774, -0.8658)
C (-0.6784, 2.8568, -2.8988)
H (3.7883, 0.0676, 7.4046)
H (7.1889, 4.9914, 5.4506)
H (-0.7309, -1.6725, -3.2138)
H (-3.2185, -0.2486, -3.4407)
N (-0.7132, -0.2595, 4.6831)
N (-2.9705, 0.0231, 5.0210)
C (-0.3748, 2.7454, -1.5572)
C (-4.3100, -0.2273, -5.7182)
H (-2.1292, 0.0132, -5.8466)
O (1.8195, -0.4855, 6.0120)
H (-4.0868, -2.4795, -2.1683)
C (7.8546, 5.9291, 3.7755)
C (-3.0597, 6.2439, -7.2333)
H (-1.8855, -2.4683, 2.1696)
O (-5.2677, -0.9484, -5.5960)
C (-0.5701, 0.3437, -1.6575)
N (5.3887, -1.1714, -0.5827)
C (-0.4742, -3.8936, 2.4758)
C (-3.0843, -4.1180, -1.5198)
C (-0.0392, 3.9202, -0.6562)
H (-1.7409, 6.2408, -5.6066)
H (-0.5246, -6.2628, -5.3085)
N (-4.1156, -3.2265, -1.5003)
H (-3.9158, -5.1972, 0.0572)
N (-4.4208, -4.8927, 2.7217)
H (0.2066, -0.4799, 5.0350)
N (3.1970, -0.6635, -1.0872)
C (-0.3246, 1.4975, -0.9445)
C (3.1285, 4.2462, 1.3844)
H (8.9287, 6.8088, 2.2924)
O (-2.1556, -4.0253, -2.3119)
C (1.1034, 3.6408, 0.2842)
N (8.0179, 5.3147, 4.9875)
I (4.8395, 2.7095, 3.2950)
H (8.9074, 5.1757, 5.4267)
H (-1.1740, -5.3037, -4.0188)
O (-0.5378, 0.6821, 1.3001)
H (2.0843, 5.5179, 0.0311)
H (-0.5479, -0.6522, -1.2195)
N (-3.1643, -5.1104, -0.5980)
N (3.2149, -0.6620, 7.7861)
C (-5.0584, -4.1153, 3.6567)
H (-0.6696, -1.9757, 3.3025)
N (-0.4070, -5.5359, -4.6295)
O (-3.3366, 6.7406, -8.3089)
C (1.1605, 2.3954, 0.9199)
H (-0.8166, -0.0364, 3.7066)
N (1.7616, -5.1638, -5.3227)

Its LUMO energy is -0.7 eV. As for the SMILES: O=C(O)CCCc1cc(S)c2c(c1)C(=O)c1cc(I)ccc1C2=O.NC(N)=O.NC(N)=O.NC(N)=O.NC(N)=O.NC(N)=O.NC(N)=O.NC(N)=O.NC(N)=O.NC(N)=O. The total energy is -101179.0965 eV. As for the maximum force: 0.0378 Eh/bohr. Its HOMO energy is -8.794 eV.


[4]
DFT (wB97M-V/def2-TZVPD) results for C27H49N5NaO6PS2 as an isolated structure at a distorted geometry.

Geometry (Å):
C (-3.9435, -9.8235, 23.5962)
H (-4.0278, -8.0052, 15.9125)
C (-4.5429, -6.3395, 24.5598)
H (-0.3951, -5.0812, 27.1068)
C (-1.1861, -12.4484, 24.1673)
H (-2.5537, -3.5738, 20.1096)
H (-6.9730, -7.3543, 18.0919)
H (-0.2372, -8.6527, 19.7353)
C (2.1327, -7.9022, 24.5712)
H (3.0342, -7.7229, 24.0018)
H (2.2492, -11.0527, 21.7099)
S (-0.0873, -9.8202, 22.7876)
O (-4.7607, -5.6213, 25.6751)
H (0.2089, -1.0549, 17.8003)
H (3.0736, -13.3469, 22.7241)
H (2.8413, -9.7708, 25.3573)
H (-6.0814, -8.5795, 17.1929)
H (-4.7362, -10.5349, 23.8365)
C (-1.5770, -3.0684, 18.3143)
O (-1.1910, -6.6834, 21.9595)
H (-3.1313, -9.9374, 24.3251)
H (-1.7659, -8.7470, 20.5599)
H (1.1891, -6.1162, 23.9156)
H (1.8181, -13.5554, 21.4750)
H (1.6403, -2.0446, 17.5458)
C (2.0245, -9.0555, 25.3374)
O (-4.4492, -8.4788, 23.5996)
H (1.5005, -13.5837, 24.5028)
C (2.0617, -13.0903, 22.4408)
C (-4.6558, -7.8290, 24.8228)
C (-5.9793, -7.6608, 17.7701)
N (1.8643, -11.6400, 22.4326)
H (0.2545, -4.1115, 17.8474)
H (-2.1268, -4.7245, 27.1133)
C (-5.2965, -6.5829, 16.9143)
H (0.5257, -3.1115, 15.5574)
C (-3.3827, -10.1908, 22.2034)
S (-3.8850, -5.7790, 20.1017)
H (-5.6489, -8.0445, 25.2446)
H (-3.2250, -7.6424, 18.3658)
C (-0.9505, -4.6375, 24.3542)
N (-2.3570, -5.8074, 17.8880)
H (-2.0183, -3.2438, 17.3217)
H (0.0056, -4.3217, 24.7596)
C (0.8640, -9.2966, 26.0562)
C (0.8187, -6.5959, 20.8062)
C (-0.0841, -7.2405, 25.2292)
H (0.7547, -10.2128, 26.6356)
H (-0.8711, -2.0510, 15.7761)
H (1.5118, -7.2351, 21.3577)
H (-5.1787, -5.6881, 17.5186)
Na (-3.1981, -7.2737, 22.2728)
N (-2.1793, -3.9729, 19.2706)
C (-1.3847, -5.5027, 26.9486)
C (-0.5554, -7.1658, 21.0388)
H (-5.3985, -7.8783, 18.6591)
N (-0.9455, -8.1816, 20.2680)
C (0.5559, -2.0189, 17.4163)
C (-2.8493, -7.1312, 17.4749)
H (-1.9802, -7.6739, 17.0655)
C (-0.1789, -8.3949, 26.0098)
H (-3.5760, -6.3144, 15.6580)
H (-1.5797, -5.4117, 17.3628)
H (-4.6467, -4.6838, 25.4477)
H (0.6925, -1.3663, 15.3303)
H (0.5660, -14.4640, 23.2615)
C (1.0436, -13.5098, 23.5009)
H (-1.6719, -3.8387, 24.5210)
P (-1.5257, -6.1335, 25.2498)
H (-1.5483, -6.3118, 27.6621)
O (-3.1329, -11.3843, 22.0475)
H (0.8582, -5.6019, 21.2340)
H (-0.8529, -4.8314, 23.2894)
H (-5.9242, -6.3251, 16.0620)
H (0.3149, -3.0903, 19.2846)
C (-2.7424, -5.1794, 19.0185)
H (-1.8602, -2.0587, 18.6209)
C (0.6095, -11.3187, 22.8855)
C (-0.0621, -3.1374, 18.2636)
H (-3.9049, -8.0802, 25.5816)
C (1.0869, -6.9932, 24.5267)
H (-2.0004, -12.1652, 23.4932)
O (-4.3018, -5.8059, 23.5078)
C (0.2089, -2.1406, 15.9266)
C (-3.9299, -7.0293, 16.4021)
H (-1.3474, -13.4701, 24.5220)
H (-1.1733, -11.7669, 25.0214)
O (-3.2171, -9.2668, 21.3780)
H (-1.0870, -8.6119, 26.5636)
N (0.0768, -12.4160, 23.4513)
H (1.0902, -6.5915, 19.7563)

Its LUMO energy is 0.3 eV. The total energy is -83909.7339 eV. As for the maximum force: 0.0257 Eh/bohr. Its HOMO energy is -7.530 eV.